Entry 1:
A single C5H9ClFN molecule, computed with ωB97M-V with the def2-TZVPD basis set.

Summary:
- structure (SMILES) = N[C@@H]1CC[C@H](F)[C@@H]1Cl
- LUMO (eV) = 0.730
- energy above the lowest of the compared OMol25 structures with the same formula, charge and spin (eV) = 0.000
- orbital gap (eV) = 10.46

Structure (ORCA input):
```
! wB97M-V def2-TZVPD RIJCOSX def2/J DEFGRID3
* xyz 0 1
C -1.174 -0.566 -0.422
C -0.762 -1.252 0.881
C 0.766 -1.494 0.636
C 1.137 -0.585 -0.584
C -0.015 0.384 -0.752
H -3.157 -0.651 -0.350
H -2.655 0.622 -1.248
H -1.135 -1.300 -1.267
H -0.949 -0.532 1.695
H -1.286 -2.202 1.053
H 1.386 -1.331 1.513
H 0.917 -2.506 0.340
H 1.287 -1.277 -1.432
H 0.071 0.938 -1.695
N -2.465 0.106 -0.394
F 2.366 0.026 -0.426
Cl 0.104 1.667 0.554
*
```

These are the natural (NBO) partial charges, in e, on atoms 1 to 4: -0.060 -0.417 -0.440 0.191

Entry 2:
C5H9ClINO3S as an isolated structure, computed with ωB97M-V with the def2-TZVPD basis set.

Summary:
- LUMO (eV) = -0.961
- energy above the lowest of the compared OMol25 structures with the same formula, charge and spin (eV) = 2.330
- orbital gap (eV) = 8.56

Structure (ORCA input):
```
! wB97M-V def2-TZVPD RIJCOSX def2/J DEFGRID3
* xyz 0 1
C 0.393 0.008 -1.720
C 0.222 -0.909 -2.767
C -1.659 -1.182 1.610
C -1.080 0.214 1.360
C 0.143 0.074 0.681
N 1.239 0.921 -1.550
O -0.271 -0.520 -0.559
O 0.330 2.915 0.368
O 0.797 1.885 2.438
S 0.936 1.768 0.993
Cl 2.914 1.820 0.610
I 1.804 -1.150 1.984
H -0.691 -1.415 -2.829
H 0.655 -0.414 -3.679
H 1.018 -1.766 -2.531
H -1.617 -1.976 0.797
H -1.288 -1.726 2.492
H -2.773 -1.137 1.713
H -1.002 0.551 2.370
H -1.732 0.739 0.722
H 1.660 1.299 -2.504
*
```

These are the natural (NBO) partial charges, in e, on atoms 1 to 4: 0.562 -0.690 -0.609 -0.606

Entry 3:
An isolated ion of composition C5H9ClN and charge -1, computed with ωB97M-V with the def2-TZVPD basis set.

Summary:
- LUMO (eV) = 3.852
- energy above the lowest of the compared OMol25 structures with the same formula, charge and spin (eV) = 0.513
- orbital gap (eV) = 5.62

Structure (ORCA input):
```
! wB97M-V def2-TZVPD RIJCOSX def2/J DEFGRID3
* xyz -1 1
C -0.241 0.478 0.307
H 1.328 -0.389 -0.795
C 0.226 -0.382 -0.868
H -0.016 0.117 -1.822
C 0.224 -0.130 1.677
N -0.363 -0.663 2.605
C 0.190 1.929 0.169
H 1.284 1.979 0.286
H -0.070 2.346 -0.817
H -0.252 2.529 0.978
C -0.284 -1.819 -0.860
H -0.140 -2.271 0.133
H -1.357 -1.860 -1.092
H 0.251 -2.426 -1.607
H 1.376 0.061 1.430
Cl -2.156 0.502 0.276
*
```

These are the natural (NBO) partial charges, in e, on atoms 1 to 4: 0.026 0.205 -0.443 0.189

Entry 4:
An isolated ion of composition C5H9ClN and charge +1, computed with ωB97M-V with the def2-TZVPD basis set.

Summary:
- LUMO (spin up / spin down) (eV) = -4.591 / -4.121
- energy above the lowest of the compared OMol25 structures with the same formula, charge and spin (eV) = 4.555
- orbital gap (spin up / spin down) (eV) = 7.83 / 9.02

Structure (ORCA input):
```
! wB97M-V def2-TZVPD RIJCOSX def2/J DEFGRID3
* xyz 1 1
C 1.052 -2.398 -0.964
C 2.259 -1.991 -0.666
C 0.052 -1.283 -0.609
C 0.896 0.023 -0.632
C -0.827 1.109 0.830
N 0.620 1.085 0.429
Cl 3.854 -2.375 -0.405
H 0.853 -3.402 -1.281
H -0.848 -1.175 -1.205
H -0.295 -1.495 0.466
H 1.121 0.480 -1.537
H -1.237 0.791 -0.167
H -1.096 0.385 1.712
H -1.073 2.205 1.077
H 1.115 0.913 1.261
H 0.957 1.928 0.121
*
```

These are the natural (NBO) partial charges, in e, on atoms 1 to 4: -0.299 0.049 -0.472 -0.032